A single C3HN molecule at a distorted geometry, computed with the ωB97M-V functional and the def2-TZVPD basis.

```
5
C3HN | OMol25 | the ωB97M-V functional and the def2-TZVPD basis
C -0.96365 0.61788 -0.61259
C -0.01757 -0.03901 -0.15816
C 1.00239 -0.55246 0.66146
N 1.80558 -1.09320 1.23976
H -1.82675 1.06679 -1.13047
```

Kohn-Sham gap: 11.53 eV
Charge: 0
E_tot: -169.5757 a.u.
Strongest force on any atom: 3.91 eV Å⁻¹
Molecular weight: 51.0 g/mol
Structure (SMILES): C#CC#N
LUMO: 0.34 eV

In the natural (NBO) picture, each atom carries the following charge in e:
1. C -0.098
2. C -0.138
3. C 0.216
4. N -0.241
5. H 0.262